Model A:
Formula: C5H13NS
Source: the OMol25 dataset
Level of theory: the ωB97M-V functional and the def2-TZVPD basis

Summary:
SMILES string = CSCC[C@H](C)N
LUMO = 0.9791 eV
2S+1 = 1
Kohn-Sham gap = 9.52 eV

Last columns: bonded neighbours and bond lengths (Å).
Cartesian coordinates (Å):
1 C 0.18 -2.52 1.67  C2 1.528, H8 1.101, H9 1.085, H10 1.097
2 C -0.12 -1.57 0.52  C1 1.528, C3 1.538, N7 1.479, H11 1.090
3 C 1.02 -0.54 0.50  C2 1.538, C4 1.529, H12 1.098, H13 1.090
4 C 0.87 0.65 -0.46  C3 1.529, S5 1.811, H14 1.090, H15 1.098
5 S -0.42 1.78 0.12  C4 1.811, C6 1.798
6 C -0.71 2.76 -1.35  S5 1.798, H16 1.088, H17 1.097, H18 1.088
7 N -0.15 -2.31 -0.77  C2 1.479, H19 1.012, H20 1.013
8 H -0.14 -2.07 2.62  C1 1.101
9 H 1.19 -2.92 1.70  C1 1.085
10 H -0.54 -3.35 1.70  C1 1.097
11 H -1.08 -1.08 0.71  C2 1.090
12 H 1.04 -0.11 1.51  C3 1.098
13 H 1.98 -1.03 0.32  C3 1.090
14 H 0.62 0.42 -1.50  C4 1.090
15 H 1.87 1.10 -0.50  C4 1.098
16 H -1.77 2.71 -1.60  C6 1.088
17 H -0.18 2.38 -2.23  C6 1.097
18 H -0.43 3.81 -1.25  C6 1.088
19 H -1.04 -2.23 -1.23  N7 1.012
20 H 0.50 -1.88 -1.41  N7 1.013

Model B:
Formula: C5H13NS
Source: the OMol25 dataset
Level of theory: the ωB97M-V functional and the def2-TZVPD basis

Summary:
SMILES string = CCCNCCS
LUMO = 1.0370 eV
2S+1 = 1
Kohn-Sham gap = 9.65 eV

Last columns: bonded neighbours and bond lengths (Å).
Cartesian coordinates (Å):
1 C -0.36 0.14 1.20  N2 1.576, C6 1.606, H8 1.135, H9 1.062
2 N -1.17 0.67 -0.04  C1 1.576, C3 1.566, H10 0.944
3 C -0.36 0.57 -1.38  N2 1.566, C4 1.579, H11 1.101, H12 1.084
4 C -1.48 -0.15 -2.23  C3 1.579, S5 1.869, H13 1.145, H14 1.102
5 S -0.99 -1.81 -2.94  C4 1.869, H15 1.371
6 C 1.11 0.67 1.56  C1 1.606, C7 1.579, H16 1.059, H17 1.053
7 C 2.23 -0.38 1.91  C6 1.579, H18 1.107, H19 1.120, H20 1.033
8 H -1.19 0.16 1.98  C1 1.135
9 H -0.37 -0.92 1.15  C1 1.062
10 H -1.52 1.55 0.04  N2 0.944
11 H 0.52 -0.07 -1.25  C3 1.101
12 H -0.08 1.50 -1.87  C3 1.084
13 H -2.44 -0.18 -1.60  C4 1.145
14 H -1.73 0.41 -3.15  C4 1.102
15 H -2.05 -2.51 -2.41  S5 1.371
16 H 1.04 1.20 2.47  C6 1.059
17 H 1.53 1.25 0.79  C6 1.053
18 H 1.74 -1.11 2.58  C7 1.107
19 H 2.43 -0.95 0.96  C7 1.120
20 H 3.14 -0.04 2.25  C7 1.033

Model C:
Formula: C5H13NS
Source: the OMol25 dataset
Level of theory: the ωB97M-V functional and the def2-TZVPD basis

Summary:
LUMO = -2.3703 eV
2S+1 = 1
Kohn-Sham gap = 5.57 eV

Last columns: bonded neighbours and bond lengths (Å).
Cartesian coordinates (Å):
1 C -0.12 2.64 0.70  C2 1.520, C4 1.597, H8 1.102, H9 1.099
2 C 1.29 3.08 0.35  C1 1.520, S3 1.799, H10 1.083, H11 1.088
3 S 1.63 2.79 -1.39  C2 1.799
4 C -0.65 1.20 0.27  C1 1.597, N5 1.432, H13 1.147, H14 1.084
5 N -0.51 -0.22 0.28  C4 1.432, H12 1.030
6 C -0.22 -2.98 -1.12  C7 1.517, H15 1.075, H16 1.080, H17 1.097
7 C -0.37 -3.13 0.38  C6 1.517, H18 1.165, H19 1.104, H20 1.099
8 H -0.45 2.78 1.74  C1 1.102
9 H -0.75 3.34 0.13  C1 1.099
10 H 2.04 2.50 0.88  C2 1.083
11 H 1.40 4.16 0.41  C2 1.088
12 H 0.09 -0.59 -0.47  N5 1.030
13 H 0.13 0.92 -0.52  C4 1.147
14 H -1.69 1.22 0.61  C4 1.084
15 H -0.83 -2.14 -1.40  C6 1.075
16 H 0.79 -2.84 -1.46  C6 1.080
17 H -0.59 -3.81 -1.73  C6 1.097
18 H 0.04 -2.13 0.80  C7 1.165
19 H 0.19 -3.88 0.96  C7 1.104
20 H -1.43 -2.92 0.59  C7 1.099

Model D:
Formula: C5H13NS
Source: the OMol25 dataset
Level of theory: the ωB97M-V functional and the def2-TZVPD basis

Summary:
SMILES string = CCNCCCS
LUMO = 0.9521 eV
2S+1 = 1
Kohn-Sham gap = 9.51 eV

Last columns: bonded neighbours and bond lengths (Å).
Cartesian coordinates (Å):
1 C -0.84 -1.42 0.81  C2 1.514, C4 1.565, H8 1.087, H9 1.090
2 C -0.40 -0.59 1.99  C1 1.514, S3 1.832, H10 1.092, H11 1.072
3 S -1.66 0.50 2.76  C2 1.832, H12 1.339
4 C -1.22 -0.52 -0.41  C1 1.565, N5 1.430, H13 1.084, H14 1.103
5 N -0.23 0.47 -0.70  C4 1.430, C6 1.434, H15 1.005
6 C 0.97 0.11 -1.38  N5 1.434, C7 1.528, H16 1.098, H17 1.086
7 C 1.95 1.28 -1.32  C6 1.528, H18 1.082, H19 1.091, H20 1.086
8 H 0.01 -2.08 0.61  C1 1.087
9 H -1.68 -2.08 1.02  C1 1.090
10 H 0.29 0.17 1.60  C2 1.092
11 H 0.12 -1.02 2.82  C2 1.072
12 H -1.72 1.43 1.80  S3 1.339
13 H -2.22 -0.21 -0.12  C4 1.084
14 H -1.31 -1.26 -1.22  C4 1.103
15 H -0.63 1.36 -0.98  N5 1.005
16 H 0.74 -0.12 -2.43  C6 1.098
17 H 1.41 -0.81 -1.00  C6 1.086
18 H 2.94 1.04 -1.68  C7 1.082
19 H 2.00 1.65 -0.30  C7 1.091
20 H 1.47 2.09 -1.86  C7 1.086

Order from most stable to least stable according to the calculation: model A, model D, model B, model C

Model A:
Formula: C5H13NS
Source: the OMol25 dataset
Level of theory: the ωB97M-V functional and the def2-TZVPD basis

Summary:
SMILES string = CCN[C@H](C)CS
LUMO = 0.9449 eV
2S+1 = 1
Kohn-Sham gap = 9.22 eV

Last columns: bonded neighbours and bond lengths (Å).
Cartesian coordinates (Å):
1 C -1.43 0.41 -0.97  N2 1.435, C7 1.528, H8 1.103, H9 1.092
2 N -0.22 0.58 -0.21  C1 1.435, C3 1.439, H10 1.003
3 C 0.36 -0.48 0.57  N2 1.439, C4 1.529, C6 1.559, H11 1.096
4 C 1.87 -0.23 0.61  C3 1.529, S5 1.793, H12 1.092, H13 1.085
5 S 2.86 -1.51 1.39  C4 1.793, H14 1.335
6 C -0.21 -0.62 2.01  C3 1.559, H15 1.089, H16 1.087, H17 1.086
7 C -1.42 1.25 -2.24  C1 1.528, H18 1.087, H19 1.086, H20 1.096
8 H -2.33 0.65 -0.38  C1 1.103
9 H -1.48 -0.65 -1.24  C1 1.092
10 H 0.28 1.45 -0.21  N2 1.003
11 H 0.21 -1.44 0.07  C3 1.096
12 H 2.02 0.72 1.11  C4 1.092
13 H 2.23 -0.08 -0.40  C4 1.085
14 H 2.55 -2.46 0.52  S5 1.335
15 H -0.58 -1.63 2.17  C6 1.089
16 H -1.02 0.08 2.18  C6 1.087
17 H 0.59 -0.51 2.74  C6 1.086
18 H -0.89 0.78 -3.06  C7 1.087
19 H -0.94 2.21 -2.07  C7 1.086
20 H -2.43 1.50 -2.59  C7 1.096

Model B:
Formula: C5H13NS
Source: the OMol25 dataset
Level of theory: the ωB97M-V functional and the def2-TZVPD basis

Summary:
SMILES string = CCN[C@@H](C)CS
LUMO = 0.9751 eV
2S+1 = 1
Kohn-Sham gap = 9.63 eV

Last columns: bonded neighbours and bond lengths (Å).
Cartesian coordinates (Å):
1 C -1.58 -0.49 1.15  N2 1.484, C7 1.527, H8 1.097, H9 1.081
2 N -1.11 0.50 0.16  C1 1.484, C3 1.452, H10 1.007
3 C 0.27 0.43 -0.30  N2 1.452, C4 1.551, C6 1.539, H11 1.082
4 C 0.50 1.60 -1.30  C3 1.551, S5 1.813, H12 1.095, H13 1.095
5 S 2.20 2.23 -1.24  C4 1.813, H14 1.335
6 C 0.70 -0.89 -0.96  C3 1.539, H15 1.091, H16 1.103, H17 1.101
7 C -0.47 -1.08 2.02  C1 1.527, H18 1.087, H19 1.098, H20 1.095
8 H -2.22 0.06 1.86  C1 1.097
9 H -2.04 -1.35 0.67  C1 1.081
10 H -1.72 0.53 -0.64  N2 1.007
11 H 0.97 0.68 0.49  C3 1.082
12 H 0.28 1.29 -2.33  C4 1.095
13 H -0.16 2.38 -0.92  C4 1.095
14 H 2.72 1.44 -2.18  S5 1.335
15 H 0.27 -1.72 -0.39  C6 1.091
16 H 0.29 -0.93 -1.98  C6 1.103
17 H 1.79 -1.01 -0.98  C6 1.101
18 H 0.04 -1.90 1.51  C7 1.087
19 H 0.18 -0.29 2.43  C7 1.098
20 H -0.91 -1.48 2.93  C7 1.095

Order from most stable to least stable according to the calculation: model A, model B

Model A:
Formula: C2H6N2O
Source: the OMol25 dataset
Level of theory: the ωB97M-V functional and the def2-TZVPD basis

Summary:
SMILES string = NCNC=O
LUMO = 0.9138 eV
2S+1 = 1
Kohn-Sham gap = 10.50 eV

Last columns: bonded neighbours and bond lengths (Å).
Cartesian coordinates (Å):
1 O -1.17 -1.37 1.66  C2 1.204
2 C -0.77 -0.24 1.70  O1 1.204, N3 1.358, H6 1.100
3 N -0.22 0.40 0.63  C2 1.358, C4 1.451, H7 1.002
4 C -0.05 -0.25 -0.66  N3 1.451, N5 1.449, H8 1.091, H9 1.094
5 N 0.86 0.58 -1.43  C4 1.449, H10 1.001, H11 1.010
6 H -0.76 0.44 2.56  C2 1.100
7 H 0.23 1.27 0.82  N3 1.002
8 H 0.30 -1.27 -0.54  C4 1.091
9 H -1.03 -0.37 -1.13  C4 1.094
10 H 0.77 0.40 -2.42  N5 1.001
11 H 1.83 0.41 -1.19  N5 1.010

Model B:
Formula: C2H6N2O
Source: the OMol25 dataset
Level of theory: the ωB97M-V functional and the def2-TZVPD basis

Summary:
SMILES string = [H]/N=C/N.C=O
LUMO = 0.9628 eV
2S+1 = 1
Kohn-Sham gap = 10.66 eV

Last columns: bonded neighbours and bond lengths (Å).
Cartesian coordinates (Å):
1 O -2.03 -0.41 -2.24  C2 1.197
2 C -1.08 0.33 -2.31  O1 1.197, H3 1.105, H4 1.106
3 H -1.10 1.40 -2.05  C2 1.105
4 H -0.09 -0.02 -2.66  C2 1.106
5 N 0.16 -1.06 1.76  C6 1.379, H8 1.009, H9 1.015
6 C 0.68 0.18 1.46  N5 1.379, N7 1.274, H10 1.090
7 N 0.76 0.56 0.25  C6 1.274, H11 1.018
8 H 0.72 -1.64 2.36  N5 1.009
9 H -0.24 -1.54 0.96  N5 1.015
10 H 1.22 0.65 2.29  C6 1.090
11 H 1.00 1.55 0.19  N7 1.018

Order from most stable to least stable according to the calculation: model A, model B

Model A:
Formula: C2H6N2O
Source: the OMol25 dataset
Level of theory: the ωB97M-V functional and the def2-TZVPD basis

Summary:
SMILES string = C/N=C\NO
LUMO = 0.6170 eV
2S+1 = 1
Kohn-Sham gap = 9.54 eV

Last columns: bonded neighbours and bond lengths (Å).
Cartesian coordinates (Å):
1 C 1.66 -0.02 -0.34  H3 1.153, H4 1.103, H5 1.079, N9 1.531
2 C -0.58 -0.72 0.85  H6 1.177, N9 1.346, N10 1.433
3 H 1.31 -0.54 -1.31  C1 1.153
4 H 2.72 -0.25 -0.14  C1 1.103
5 H 1.63 1.05 -0.33  C1 1.079
6 H -1.07 -1.31 1.75  C2 1.177
7 H -2.53 0.21 0.50  N10 1.046
8 H -0.94 1.65 -0.68  O11 1.084
9 N 0.76 -0.71 0.69  C1 1.531, C2 1.346
10 N -1.62 -0.08 0.09  C2 1.433, H7 1.046, O11 1.465
11 O -1.33 0.72 -1.09  H8 1.084, N10 1.465

Model B:
Formula: C2H6N2O
Source: the OMol25 dataset
Level of theory: the ωB97M-V functional and the def2-TZVPD basis

Summary:
SMILES string = [H]/N=C(/N)OC
LUMO = 0.8927 eV
2S+1 = 1
Kohn-Sham gap = 10.50 eV

Last columns: bonded neighbours and bond lengths (Å).
Cartesian coordinates (Å):
1 C -1.36 -0.55 0.44  O4 1.428, H9 1.093, H10 1.096, H11 1.093
2 C 0.76 0.47 -0.12  N3 1.331, O4 1.467, N5 1.260
3 N 1.68 -0.43 -0.49  C2 1.331, H6 1.013, H7 1.102
4 O -0.45 -0.19 -0.60  C1 1.428, C2 1.467
5 N 0.80 1.66 0.29  C2 1.260, H8 1.019
6 H 2.54 -0.01 -0.84  N3 1.013
7 H 1.00 -1.11 -1.02  N3 1.102
8 H -0.12 2.09 0.25  N5 1.019
9 H -2.15 0.21 0.49  C1 1.093
10 H -0.88 -0.62 1.42  C1 1.096
11 H -1.81 -1.51 0.19  C1 1.093

Model C:
Formula: C2H6N2O
Source: the OMol25 dataset
Level of theory: the ωB97M-V functional and the def2-TZVPD basis

Summary:
SMILES string = NC/C=N\O
LUMO = 0.4738 eV
2S+1 = 1
Kohn-Sham gap = 10.11 eV

Last columns: bonded neighbours and bond lengths (Å).
Cartesian coordinates (Å):
1 C 0.66 0.19 0.38  C2 1.537, H5 1.193, H6 1.023, N9 1.570
2 C -0.46 -0.69 0.97  C1 1.537, H7 1.198, N10 1.268
3 H 1.66 -0.36 -1.17  N9 1.152
4 H -0.04 -0.16 -1.64  N9 1.201
5 H 1.75 0.15 0.86  C1 1.193
6 H 0.14 1.03 0.66  C1 1.023
7 H -0.25 -1.47 1.85  C2 1.198
8 H -1.22 1.14 -0.43  O11 1.053
9 N 0.86 0.47 -1.15  C1 1.570, H3 1.152, H4 1.201
10 N -1.62 -0.51 0.50  C2 1.268, O11 1.508
11 O -1.48 0.20 -0.83  H8 1.053, N10 1.508

Order from most stable to least stable according to the calculation: model B, model A, model C

Model A:
Formula: C2H6N2O
Source: the OMol25 dataset
Level of theory: the ωB97M-V functional and the def2-TZVPD basis

Summary:
SMILES string = [H]/N=C(\N)OC
LUMO = 0.8946 eV
2S+1 = 1
Kohn-Sham gap = 10.28 eV

Last columns: bonded neighbours and bond lengths (Å).
Cartesian coordinates (Å):
1 C 1.80 -0.06 -0.01  H3 1.081, H4 1.098, H5 1.105, O11 1.434
2 C -0.59 0.10 -0.12  N9 1.382, N10 1.278, O11 1.407
3 H 1.92 0.63 -0.84  C1 1.081
4 H 1.71 0.58 0.88  C1 1.098
5 H 2.59 -0.81 0.16  C1 1.105
6 H -1.56 -1.74 0.14  N9 1.042
7 H -2.64 -0.27 -0.19  N9 1.057
8 H -1.52 1.66 0.17  N10 1.030
9 N -1.70 -0.72 0.01  C2 1.382, H6 1.042, H7 1.057
10 N -0.55 1.37 -0.06  C2 1.278, H8 1.030
11 O 0.54 -0.74 -0.14  C1 1.434, C2 1.407

Model B:
Formula: C2H6N2O
Source: the OMol25 dataset
Level of theory: the ωB97M-V functional and the def2-TZVPD basis

Summary:
LUMO (spin up / spin down) = 0.4096 / 0.4094 eV
2S+1 = 1
Kohn-Sham gap (spin up / spin down) = 8.27 / 8.27 eV

Last columns: bonded neighbours and bond lengths (Å).
Cartesian coordinates (Å):
1 C -1.11 -1.59 0.36  N4 1.297, H7 1.076, H8 1.070
2 C 0.40 1.61 -0.11  N5 1.439, H9 1.099, H10 1.105, H11 1.094
3 O 0.92 -1.19 -0.58  N4 1.563, H6 0.966
4 N -0.38 -0.57 0.02  C1 1.297, O3 1.563, N5 1.250
5 N -0.42 0.59 0.49  C2 1.439, N4 1.250
6 H 1.62 -0.57 -0.35  O3 0.966
7 H -1.97 -1.43 0.98  C1 1.076
8 H -0.87 -2.55 -0.05  C1 1.070
9 H 0.32 1.62 -1.21  C2 1.099
10 H 1.46 1.53 0.18  C2 1.105
11 H 0.03 2.56 0.26  C2 1.094

Order from most stable to least stable according to the calculation: model A, model B

Model A:
Formula: C2H6N2O
Source: the OMol25 dataset
Level of theory: the ωB97M-V functional and the def2-TZVPD basis

Summary:
SMILES string = CO/C=N\N
LUMO = 0.9160 eV
2S+1 = 1
Kohn-Sham gap = 9.50 eV

Last columns: bonded neighbours and bond lengths (Å).
Cartesian coordinates (Å):
1 C 1.77 -0.78 0.85  H3 1.104, H4 1.113, H5 1.113, O11 1.443
2 C -0.06 -0.48 -0.57  H6 1.086, N9 1.291, O11 1.362
3 H 1.45 -1.79 1.17  C1 1.104
4 H 2.24 -0.28 1.72  C1 1.113
5 H 2.50 -0.91 0.02  C1 1.113
6 H 0.27 -1.38 -1.09  C2 1.086
7 H -2.44 1.40 -0.23  N10 1.043
8 H -1.15 1.13 0.80  N10 1.038
9 N -1.17 0.08 -0.94  C2 1.291, N10 1.408
10 N -1.41 1.25 -0.19  H7 1.043, H8 1.038, N9 1.408
11 O 0.62 0.02 0.49  C1 1.443, C2 1.362

Model B:
Formula: C2H6N2O
Source: the OMol25 dataset
Level of theory: the ωB97M-V functional and the def2-TZVPD basis

Summary:
SMILES string = [H]/N=C/N(C)O
LUMO = 0.3604 eV
2S+1 = 1
Kohn-Sham gap = 9.11 eV

Last columns: bonded neighbours and bond lengths (Å).
Cartesian coordinates (Å):
1 C -0.23 -0.21 1.31  H3 1.157, H4 1.148, H5 1.092, N9 1.556
2 C 0.05 0.65 -1.04  H7 1.080, N9 1.360, N10 1.314
3 H -1.01 0.62 1.53  C1 1.157
4 H -0.55 -1.25 1.66  C1 1.148
5 H 0.71 -0.03 1.85  C1 1.092
6 H 0.40 -2.48 -0.21  O11 1.206
7 H 0.23 0.25 -2.03  C2 1.080
8 H -0.25 2.45 -1.57  N10 1.069
9 N -0.04 -0.43 -0.22  C1 1.556, C2 1.360, O11 1.425
10 N -0.20 1.88 -0.67  C2 1.314, H8 1.069
11 O 0.88 -1.44 -0.61  H6 1.206, N9 1.425

Order from most stable to least stable according to the calculation: model A, model B